(1)
Computed, not measured: one molecule with the formula C3H5NO2 in a non-equilibrium geometry, with ωB97M-V/def2-TZVPD.

```
11
Properties=species:S:1:pos:R:3:forces:R:3
N -1.065680 1.253490 -1.282404 0.1 0.0 0.3
C -0.397206 0.623833 -0.428147 -0.4 0.4 -0.2
C -0.919685 -0.219496 0.715555 -0.1 0.4 -0.1
O 0.189472 -0.969530 1.188342 1.3 1.2 0.0
C 1.306505 -0.629194 0.178212 -1.0 -0.7 1.1
O 0.969865 0.590346 -0.384268 -0.3 -0.3 -0.2
H -0.431121 1.735978 -1.920612 -0.1 0.0 0.0
H -1.263931 0.435506 1.520623 -0.1 0.0 -0.1
H -1.794694 -0.782609 0.343781 0.6 -0.3 0.3
H 2.392394 -0.526883 0.418147 -1.2 -0.6 0.9
H 1.014079 -1.511441 -0.349229 1.1 -0.3 -1.9
```
Forces are in eV/Å.

- F_max: 2.20 eV/A
- SMILES: [H]/N=C1/COCO1
- Frontier orbital gap: 11.057 eV
- Relative energy (zero: lowest compared OMol25 entry of this formula, charge and spin): 53.1 kcal/mol
- DFT total energy: -322.4897 Eh

---

(2)
Computed, not measured: C3H5NO2 as an isolated structure in a non-equilibrium geometry, with ωB97M-V/def2-TZVPD.

```
11
Properties=species:S:1:pos:R:3:forces:R:3
O 1.783009 -1.338211 -0.352781 -0.1 0.4 0.3
C 1.606071 -0.398929 0.384750 0.0 -0.2 -0.2
C 0.414088 0.525435 0.276025 0.0 0.0 0.0
N -0.520084 0.071761 -0.723958 0.2 0.0 -0.1
C -2.136294 -0.247102 -0.318597 -0.4 -0.2 1.0
O -2.381440 -0.385177 0.827976 0.2 0.1 -0.8
H 2.331513 -0.153017 1.185801 -0.1 0.0 -0.1
H -0.093220 0.556389 1.253125 0.1 0.0 -0.1
H 0.790902 1.538572 0.073270 0.0 -0.1 0.0
H -0.131636 -0.630324 -1.355846 -0.1 0.1 0.0
H -1.662905 0.460602 -1.249760 0.2 0.0 -0.1
```
Forces are in eV/Å.

- F_max: 1.10 eV/A
- Frontier orbital gap: 10.036 eV
- Relative energy (zero: lowest compared OMol25 entry of this formula, charge and spin): 104.1 kcal/mol
- DFT total energy: -322.4085 Eh

---

Question: The highest F_max belongs to which entry?
Answer: number 1

---

Question: Look up the relative energy (zero: lowest compared OMol25 entry of this formula, charge and spin) of the first one.
Answer: 53.1 kcal/mol